[1]
DFT (the ωB97M-V functional and the def2-TZVPD basis) results for C27H45F2N2O5PS as an isolated structure in a non-equilibrium geometry.

The calculation puts the LUMO energy at -0.71 eV. As for the multiplicity: 1. The HOMO energy comes out at -8.27 eV.

```
83
Properties=species:S:1:pos:R:3:forces:R:3
C 5.4335 -1.7800 2.1087 -0.1558 0.1210 -0.1198
C 4.7438 -1.1477 0.8204 -0.0759 1.0303 0.9277
C 3.1467 -0.9705 1.0160 2.0085 0.1494 -0.8321
C 2.7811 0.4468 0.4215 -1.0810 -0.2738 0.2376
C 1.3375 0.9621 0.7607 -2.1832 1.8631 -2.1714
C 0.6135 1.7494 -0.2717 -0.2540 -0.9089 2.9747
C 1.2107 2.0640 -1.6873 0.2092 0.0846 -0.1612
C 0.6299 1.1341 -2.8549 -1.0807 -0.1835 0.3194
C -0.0651 -0.1887 -2.3221 0.4626 -0.0259 -1.5020
F -1.4262 0.0360 -1.9445 1.5747 -0.1036 -0.1000
C -0.7942 2.3039 0.0676 0.1743 -1.2178 1.7459
C -1.5223 3.1473 -1.0499 0.2331 1.1185 1.1652
C -1.0271 4.6488 -0.8354 0.2092 -0.0971 -0.2085
F -1.7465 5.5576 -1.6778 0.6128 -0.9919 0.8026
C -1.4336 2.0875 1.3757 0.0642 0.2379 -1.2616
C -2.8543 2.6976 1.7317 1.1785 0.1586 0.7347
C -3.9083 1.5749 2.1186 0.0098 0.1689 0.2286
P -5.2860 1.4730 0.8746 -0.2894 0.3988 -0.3985
O -4.8012 1.7265 -0.5196 -0.5678 -0.4243 1.5871
O -6.4763 2.5803 1.3304 1.0506 -2.8037 -0.5374
C -7.7540 2.1439 0.7784 -1.6101 0.1365 0.0815
C -8.6643 1.3861 1.8294 0.6452 -0.6910 -0.2757
O -5.9810 -0.0527 1.0756 1.2607 1.9237 -0.1857
C -5.2332 -1.0609 0.3449 0.3053 -1.5107 0.0272
C -5.0841 -2.4044 1.1933 -0.0082 0.2318 0.1553
C -0.7842 1.2683 2.4787 0.8292 0.7120 -2.6648
N -1.2655 0.9506 3.7301 2.7729 -0.2319 -2.4265
S -0.0016 0.0479 4.4000 0.0885 1.1101 -2.3844
N 1.1051 0.0751 3.1592 -1.2511 0.7529 -0.7592
C 0.6118 0.7611 2.0568 -0.7929 -0.6707 2.9429
H 6.4288 -1.2776 2.3061 -1.2169 -1.0616 -0.4594
H 5.5298 -2.8964 1.9679 0.1232 1.1572 0.3808
H 4.8186 -1.5908 3.0459 0.4891 -0.2737 -1.2229
H 5.1788 -0.1004 0.7268 -0.4818 -1.2105 -0.0146
H 5.0032 -1.6721 -0.1398 -0.2562 0.2925 1.0480
H 2.9685 -1.0818 2.1149 -0.3263 0.1732 -1.2490
H 2.6854 -1.7863 0.3869 -0.0591 0.8871 1.0122
H 2.8555 0.3498 -0.7065 -0.0721 0.1799 1.3809
H 3.5004 1.2680 0.7203 -0.5820 -1.0930 -0.0909
H 2.3375 1.9601 -1.7277 -1.3739 0.1249 0.4399
H 1.0183 3.1568 -1.9218 0.1309 -1.3699 0.1928
H 1.4154 0.8434 -3.6150 -0.6746 0.2987 1.0492
H -0.1717 1.6749 -3.4491 0.9357 -0.5530 0.6890
H -0.1026 -0.9013 -3.2053 -0.0417 0.6607 1.1519
H 0.5227 -0.6663 -1.4928 -0.8842 0.5170 -0.5386
H -2.6444 3.1606 -0.9084 1.3180 -0.3572 -0.2876
H -1.2746 2.8085 -2.0891 -0.2798 0.2464 1.1531
H 0.0668 4.7763 -1.0886 -1.1599 -0.1735 0.1797
H -1.1477 4.9902 0.2332 -0.1742 -0.4257 -1.1110
H -2.6705 3.3016 2.6776 -0.2607 -0.6358 -1.0924
H -3.2109 3.4351 0.9652 0.2464 -0.9858 0.6637
H -3.3779 0.5762 2.1467 -0.7880 0.9870 -0.1606
H -4.2848 1.7611 3.1687 0.1721 -0.2949 -1.2754
H -7.6016 1.5003 -0.1371 -0.1433 0.7415 0.9371
H -8.3218 3.0688 0.4631 0.9088 -0.8607 0.2905
H -8.3604 0.2975 1.9363 -0.2104 1.3160 -0.2314
H -8.5879 1.8241 2.8655 -0.2867 -0.1238 -1.2406
H -9.7128 1.3843 1.4229 0.8990 0.1791 0.6351
H -5.8316 -1.3255 -0.5715 0.8479 0.6141 0.7185
H -4.1982 -0.6774 0.0907 -1.3222 -0.4313 -0.0522
H -5.7228 -2.3940 2.1292 0.6987 0.1308 -1.1393
H -4.0127 -2.5767 1.4965 -1.1017 0.2530 -0.2199
H -5.3964 -3.2887 0.5743 0.2675 0.8712 0.5649
C 9.8284 -2.6342 2.0149 -0.3317 -0.0956 -0.1177
C 9.4840 -1.1731 2.1444 -0.3662 0.1582 -0.0891
O 8.3735 -0.7618 1.8814 0.5944 0.0246 -0.0063
C 10.5734 -0.2437 2.6134 -0.2088 0.2838 -0.0031
H 8.9515 -3.1829 1.6689 0.0626 0.0761 0.0336
H 10.6323 -2.7640 1.2876 0.1164 -0.0382 0.1737
H 10.1307 -3.0326 2.9854 0.1933 0.0042 -0.0872
H 11.4102 -0.2678 1.9127 0.0944 -0.1108 0.1545
H 10.9087 -0.5365 3.6103 0.1734 -0.0670 -0.1050
H 10.1848 0.7742 2.6598 0.0100 -0.1046 -0.0130
C -1.0896 -4.6703 -6.3968 0.2597 -0.2318 0.0215
C -0.9354 -4.1528 -4.9895 0.3108 -0.1664 0.2890
O -0.0841 -4.5918 -4.2460 -0.1888 0.1212 -0.1826
C -1.8818 -3.0680 -4.5433 0.1652 0.0079 0.3169
H -0.3447 -5.4455 -6.5803 -0.0584 0.0753 0.0463
H -2.0838 -5.1017 -6.5279 -0.0335 0.1779 -0.1166
H -0.9341 -3.8589 -7.1107 -0.2139 -0.0161 -0.0267
H -2.9108 -3.4290 -4.5920 -0.0165 0.1481 -0.1686
H -1.7601 -2.1861 -5.1758 -0.2138 -0.0508 -0.0764
H -1.6560 -2.7934 -3.5121 -0.0296 -0.0392 -0.0857
```
Forces are in eV/Å.

[2]
DFT (the ωB97M-V functional and the def2-TZVPD basis) results for C18H39N4O7V as an isolated structure in a non-equilibrium geometry.

As for the charge: +1. The calculation puts the LUMO energy (spin up / spin down) at -1.80 / -1.80 eV. As for the multiplicity: 4. For the energy relative to the best compared isomer or geometry (same formula, charge and spin), the calculation gives 48.5 kJ/mol. The HOMO energy (spin up / spin down) comes out at -8.70 / -9.21 eV.

```
69
Properties=species:S:1:pos:R:3:forces:R:3
V 0.0879 0.3643 0.2567 0.2994 1.1112 0.0170
C 3.5009 2.5649 0.8127 -0.3035 -0.1454 0.3704
C 2.0923 3.1725 0.5713 0.0283 0.2517 -0.4522
O 0.9808 2.3392 0.6254 -0.3832 -0.9984 -0.1443
H 3.8312 1.7725 0.1410 -0.6284 -0.3768 -0.0734
H 3.5015 2.2088 1.8429 0.1399 -0.4471 0.0319
H 4.3540 3.2411 0.7576 -0.3559 0.7327 -0.0126
H 2.1070 3.7979 -0.3212 0.1309 -0.3364 -1.0562
H 1.9800 4.0068 1.2636 0.0116 -0.0081 1.0191
C -3.9940 -0.2543 1.5842 -0.5582 0.7422 -0.9190
C -2.8709 0.7718 1.5476 -0.9264 -0.5384 1.4107
O -1.7078 0.4283 1.4457 0.8995 0.2822 -0.3219
N -3.2885 2.0195 1.8415 -0.8841 -0.2937 -0.3070
C -2.4154 3.1140 2.1614 0.6340 0.3201 0.0972
H -4.1783 -0.6548 0.5874 0.3919 -0.2155 -0.0894
H -4.9058 0.3103 1.7794 -0.2273 -0.4812 0.4317
H -3.8478 -1.0840 2.2758 0.1901 0.3253 0.0278
H -4.2581 2.0760 2.1183 0.2392 0.1914 -0.1404
H -1.7658 3.3144 1.3094 0.3907 -0.1502 0.4788
H -1.8733 2.8496 3.0693 0.5093 0.1482 -0.2115
H -2.9371 4.0447 2.3846 -0.4473 -0.2880 -0.1606
C -0.3531 -3.8379 1.1642 -0.1870 0.5485 1.2451
C -0.7433 -3.0631 -0.0103 2.2485 3.5434 1.5343
O -0.5685 -1.8407 -0.0435 -0.1268 0.6927 -0.0017
N -1.0963 -3.6963 -1.0599 -0.7883 -2.8498 -2.4787
C -0.9011 -3.2386 -2.4004 -0.0209 0.0433 -1.2320
H -1.2932 -3.9842 1.6961 0.1670 -1.1480 0.2562
H 0.1965 -3.1599 1.8171 0.1482 -0.0947 -0.1514
H 0.2842 -4.6671 0.8570 -0.5460 -0.4002 0.5058
H -1.1438 -4.7006 -0.9643 -0.0772 0.0621 -0.0899
H -0.4052 -2.2730 -2.4994 -0.6355 0.2762 0.6486
H -1.8580 -3.2839 -2.9202 0.1935 0.3568 -0.3026
H -0.1883 -3.8818 -2.9164 -0.1945 -0.5032 0.0071
C 1.1904 1.3034 3.9192 -0.7879 0.6013 -0.7391
C 1.2919 -0.0903 3.2163 0.6077 2.7072 0.0922
O 0.9848 -0.2891 2.0071 1.2403 -1.0336 3.3291
N 1.8445 -0.9378 4.1257 -0.8975 -0.6396 -2.8552
C 2.2522 -2.2655 3.7274 0.5361 -1.2636 1.8619
H 1.2697 2.2101 3.3194 -0.1065 -0.5976 -1.0743
H 1.9280 1.5562 4.6807 0.0050 -0.9617 0.3304
H 0.1821 1.3914 4.3239 -0.0397 -0.1531 0.3451
H 1.9923 -0.6424 5.0802 -0.0294 0.1296 -0.4244
H 2.3020 -2.5106 2.6665 0.0279 0.7592 0.1459
H 1.6738 -3.0377 4.2346 -0.7809 0.0028 -0.2995
H 3.1896 -2.4490 4.2525 0.5988 0.0823 -0.6985
C -2.8495 0.4442 -3.2636 0.8693 -1.2596 0.1825
C -2.1526 1.1635 -2.1067 -1.0743 2.7091 -2.8020
O -1.4567 0.6636 -1.2938 2.2563 -2.7239 2.5403
N -2.3237 2.4806 -2.1457 -0.2675 3.2561 -0.5630
C -1.7055 3.6574 -1.3170 -1.3405 -2.7711 -0.0623
H -3.7771 0.0152 -2.8849 -0.0882 0.0248 -0.3999
H -2.1834 -0.3612 -3.5731 -0.0444 -0.5417 0.6194
H -2.9190 0.9114 -4.2460 -0.6046 0.9653 0.5471
H -2.9026 2.7719 -2.9204 0.0584 0.2270 0.2032
H -2.4896 3.9186 -0.6063 0.0611 0.3309 -0.1055
H -1.4365 4.5221 -1.9237 0.0943 -0.5087 -0.1787
H -0.9038 3.1922 -0.7435 0.5071 0.4004 -0.1496
O 1.4159 0.1254 -1.4871 1.0476 -0.6310 -0.8752
C 2.0439 -0.5759 -2.2704 -3.1665 0.1034 1.9787
O 2.6768 -1.6906 -1.7837 0.2196 1.3843 0.3187
C 3.4978 -2.2424 -2.7906 -1.0322 0.6430 -2.8805
C 2.6063 -1.9107 -4.0499 -0.6485 0.2011 -0.7302
C 1.9050 -0.5382 -3.7845 3.1830 -0.8938 0.8703
H 3.6878 -3.3086 -2.6678 -0.2747 0.2088 0.2999
H 4.4387 -1.7107 -2.9323 0.1438 0.0356 0.5752
H 1.7447 -2.5759 -4.1062 0.4774 -0.7067 -0.2158
H 3.1098 -1.8058 -5.0109 0.1810 -0.7267 0.1322
H 0.9474 -0.3827 -4.2814 -0.0954 -0.1013 0.7841
H 2.6017 0.2216 -4.1386 -0.1680 0.3882 -0.0396
```
Forces are in eV/Å.

[3]
DFT (the ωB97M-V functional and the def2-TZVPD basis) results for one molecule with the formula C5H10INO4 in a non-equilibrium geometry.

The calculation puts the LUMO energy at 0.20 eV. As for the multiplicity: 1. For the energy relative to the best compared isomer or geometry (same formula, charge and spin), the calculation gives 0.0 kJ/mol. The HOMO energy comes out at -9.51 eV. Its SMILES is CO[C@@](I)(OCCO)C(N)=O.

```
21
Properties=species:S:1:pos:R:3:forces:R:3
C -0.7333 1.4639 -0.9496 -2.7234 -1.9116 2.0942
C -0.7687 -2.2952 -0.7944 1.9127 1.2092 -2.1116
C 2.0005 0.3175 1.7402 -3.5109 -1.1184 3.8213
C 1.1607 -0.3849 0.7312 -0.4152 -0.6577 -0.1570
C -1.0900 0.0079 -0.1898 2.7244 1.1748 -0.3963
N -1.8034 1.8521 -1.6879 1.3761 2.2063 -1.5494
O 0.2544 2.0487 -0.6064 0.3285 0.3605 -0.8257
O 2.7473 1.3673 1.4265 3.5186 -0.0458 0.5572
O -0.8738 -0.9191 -1.1820 -0.3264 0.9222 0.4062
O -0.2015 -0.1208 0.9182 -2.8790 0.5868 -0.5168
I -3.1367 -0.0164 0.6660 0.5841 -0.1563 -0.1073
H -1.6358 -2.7347 -1.2226 -0.4424 -1.1270 0.0295
H -0.6307 -2.3348 0.2336 -0.3700 -0.5351 1.9773
H 0.2226 -2.5857 -1.2444 -1.2699 -0.3867 0.1705
H 2.5701 -0.4554 2.1604 1.5801 -0.8317 0.6090
H 1.2954 0.5946 2.6794 0.9363 -0.6437 -1.9567
H 1.2634 -1.4467 0.8012 0.2879 -1.0003 0.7980
H 1.4766 -0.2669 -0.2547 0.5512 1.1060 -1.8732
H -2.6226 1.3007 -1.8221 -0.0705 -0.6000 0.1931
H -1.7481 2.6936 -2.3064 0.1388 -1.1250 1.0486
H 2.2537 1.9143 0.9035 -1.9309 2.5735 -2.2108
```
Forces are in eV/Å.

[4]
DFT (the ωB97M-V functional and the def2-TZVPD basis) results for one molecule with the formula C2H6ClOP in a non-equilibrium geometry.

The calculation puts the LUMO energy at 0.96 eV. As for the multiplicity: 1. For the energy relative to the best compared isomer or geometry (same formula, charge and spin), the calculation gives 279.7 kJ/mol. The HOMO energy comes out at -9.19 eV. Its SMILES is COCPCl.

```
11
Properties=species:S:1:pos:R:3:forces:R:3
C -1.2536 -0.3519 0.2707 0.6826 0.1558 -2.4047
C 0.7771 0.2823 -0.5349 2.4385 2.8459 -0.5029
O 0.1387 -0.2582 0.5251 -1.6797 -0.6896 1.6952
P 2.5500 0.7301 0.2351 -0.9376 2.4769 -2.9609
Cl 3.9074 -0.6455 -0.2073 0.8256 -1.3469 -0.4274
H -1.8309 -0.8057 1.0382 -0.0902 0.0292 1.0330
H -1.3192 -1.0049 -0.6089 -0.4670 -0.1427 -0.0183
H -1.6076 0.6265 -0.0968 -0.2862 -0.1792 0.6357
H 0.4502 1.3434 -0.7891 -0.1702 -0.9533 0.3718
H 0.6894 -0.2652 -1.4493 0.2883 -0.7461 -0.6627
H 1.9553 0.1721 1.2338 -0.6040 -1.4500 3.2411
```
Forces are in eV/Å.

[5]
DFT (the ωB97M-V functional and the def2-TZVPD basis) results for one molecule with the formula C5H6S2 in a non-equilibrium geometry.

The calculation puts the LUMO energy (spin up / spin down) at -1.45 / -1.45 eV. As for the multiplicity: 1. For the energy relative to the best compared isomer or geometry (same formula, charge and spin), the calculation gives 231.5 kJ/mol. The HOMO energy (spin up / spin down) comes out at -8.16 / -8.16 eV. Its SMILES is S=C/C=C\C=C\S.

```
13
Properties=species:S:1:pos:R:3:forces:R:3
C 1.7704 -0.1218 -0.0476 -1.7470 -4.0022 -2.2014
C 2.0184 1.1311 0.3561 -0.7774 3.8006 3.0804
C 0.6478 -0.9360 -0.1881 -0.9107 -0.0275 0.0066
C -0.7911 -0.5632 -0.1070 0.4189 2.4942 1.0598
C -2.1282 -0.9156 -0.0821 3.2025 -0.7539 -0.1894
S 1.1637 2.0293 1.4589 0.1791 -0.2258 -0.7233
S -3.3340 0.2802 -0.2123 -1.7851 -0.3190 0.1368
H 2.6811 -0.4460 -0.5209 0.0627 -1.3148 -0.0893
H 2.9912 1.4771 0.0789 0.4559 0.6189 -0.3367
H 0.8495 -1.9199 -0.5640 0.2350 -0.4446 -0.1661
H -0.7419 0.5364 0.0495 -0.0948 -0.4050 -0.3561
H -2.5137 -1.9329 0.0069 0.0960 0.2146 -0.2134
H -2.6132 1.3814 -0.2284 0.6651 0.3645 -0.0079
```
Forces are in eV/Å.

[6]
DFT (the ωB97M-V functional and the def2-TZVPD basis) results for a 5-piece molecular cluster, H9O5 overall.

As for the charge: -1. The calculation puts the LUMO energy at 4.26 eV. As for the multiplicity: 1. For the energy relative to the best compared isomer or geometry (same formula, charge and spin), the calculation gives 45.4 kJ/mol. The HOMO energy comes out at -4.66 eV.

```
14
Properties=species:S:1:pos:R:3:forces:R:3
O 0.6918 0.8175 -0.6738 -0.3943 0.0821 0.2678
H 1.2176 0.9393 -1.4641 0.0790 -0.1043 -0.0444
O 1.9911 0.0024 3.4004 0.2284 0.1188 -0.3284
H 1.7773 -0.7500 2.8308 -0.3188 -0.0663 0.0395
H 1.8674 0.7199 2.7631 -0.0593 -0.0212 0.2086
O 0.2473 -0.9885 1.1716 0.2324 -0.1382 0.6058
H -0.5330 -1.4888 0.9316 -0.0557 0.1329 -0.2618
H 0.3861 -0.2798 0.4821 0.1869 -0.1525 -0.4538
O -1.7789 1.4403 -1.1076 0.0978 -0.1909 0.1021
H -1.6638 2.3680 -0.8833 -0.1364 -0.0182 -0.0696
H -0.8321 1.0905 -0.8985 0.2007 0.2288 -0.2469
O -1.3388 -1.6151 -2.0991 0.1366 -0.1105 -0.3950
H -1.6165 -0.6899 -2.0671 0.0600 0.1213 0.2283
H -0.4154 -1.5659 -2.3861 -0.2572 0.1182 0.3476
```
Forces are in eV/Å.